(1)
Formula: C18H18ClN3O
Source: the OMol25 dataset
Level of theory: the ωB97M-V functional and the def2-TZVPD basis

Output
Energy above the lowest of the compared OMol25 structures with the same formula, charge and spin = 23.1 kcal per mole
Spin multiplicity = 1
LUMO = 0.54 eV
SMILES string = COc1ccc(CNc2ccc(Cl)cc2)cc1Cn1ccnc1

The geometry in XYZ format:
```
41
Properties=species:S:1:pos:R:3:lowdin_charge:R:1
Cl 1.338 6.623 2.569 0.648
O 1.282 -1.203 -2.573 -0.089
N -0.155 -4.878 -3.346 0.052
N -1.512 1.460 2.406 0.020
N -0.989 -3.069 -2.399 -0.085
C -0.417 -3.610 -3.498 -0.189
C 0.520 5.096 2.512 -0.692
C 1.087 3.987 3.115 -0.109
C 1.075 -0.042 0.914 -0.023
C 2.656 -1.088 -2.857 -0.070
C -1.083 -4.078 -1.482 -0.073
C -0.903 0.144 2.476 -0.153
C -1.060 -0.770 0.141 0.006
C 0.840 -0.871 -1.332 -0.221
C -1.370 -1.696 -2.184 -0.080
C -0.788 2.633 2.412 -0.271
C 0.439 2.768 3.067 -0.032
C -0.529 -1.081 -1.095 -0.130
C -0.566 -5.186 -2.088 -0.161
C -0.699 4.991 1.862 -0.111
C -1.340 3.771 1.813 -0.027
C 1.631 -0.349 -0.316 0.001
C -0.272 -0.250 1.163 -0.207
H -1.217 -1.158 -3.124 0.135
H -0.163 0.136 3.276 0.111
H -1.496 -3.922 -0.507 0.111
H 1.709 0.363 1.688 0.110
H -2.303 1.490 1.777 0.126
H -2.291 3.691 1.305 0.110
H -2.430 -1.650 -1.910 0.132
H 2.684 -0.178 -0.472 0.106
H 2.034 4.076 3.625 0.105
H 0.893 1.923 3.559 0.099
H 2.774 -1.449 -3.877 0.096
H -0.214 -3.043 -4.385 0.123
H -2.113 -0.942 0.318 0.121
H -0.464 -6.181 -1.702 0.089
H 2.993 -0.048 -2.798 0.097
H 3.256 -1.708 -2.185 0.101
H -1.695 -0.563 2.739 0.123
H -1.140 5.858 1.395 0.104
```

***

(2)
Formula: C4H14N3O
Source: the OMol25 dataset
Level of theory: the ωB97M-V functional and the def2-TZVPD basis

Output
Energy above the lowest of the compared OMol25 structures with the same formula, charge and spin = 47.6 kcal per mole
Spin multiplicity = 1
Charge = +1
LUMO = -2.91 eV

The geometry in XYZ format:
```
22
Properties=species:S:1:pos:R:3:lowdin_charge:R:1
O 0.687 2.786 0.735 -0.003
N 0.508 0.586 -2.255 0.191
N 0.872 -0.052 -0.015 0.082
N 0.286 -1.706 -1.680 0.127
C 0.460 -0.807 1.228 -0.158
C 0.493 -0.386 -1.257 -0.375
C -2.051 0.050 1.442 -0.086
C -1.027 -1.120 1.460 -0.235
H 0.855 1.496 -1.948 0.122
H -2.829 -0.171 2.166 0.069
H -1.239 -1.826 0.645 0.071
H -1.247 -1.695 2.427 0.142
H -2.498 -0.024 0.388 0.098
H 0.837 -0.170 1.970 0.095
H -0.273 -2.403 -0.973 0.171
H 0.035 2.714 1.346 -0.016
H 1.431 2.776 1.386 0.102
H 1.037 0.967 0.252 0.124
H 0.096 -2.000 -2.740 0.183
H 0.181 0.580 -3.176 0.099
H 0.969 -1.832 1.206 0.145
H -1.773 1.085 1.583 0.051
```

***

(3)
Formula: C4H7N2O
Source: the OMol25 dataset
Level of theory: the ωB97M-V functional and the def2-TZVPD basis

Output
Energy above the lowest of the compared OMol25 structures with the same formula, charge and spin = 75.3 kcal per mole
Spin multiplicity = 1
Charge = +1
LUMO = -4.10 eV
SMILES string = C=C=CNC([NH3+])=O

The geometry in XYZ format:
```
14
Properties=species:S:1:pos:R:3:lowdin_charge:R:1
O -0.849 -1.521 -0.629 0.184
N -2.653 0.009 -0.315 0.270
N -0.399 0.354 0.544 0.050
C -1.128 -0.476 -0.160 -0.481
C 2.025 0.059 -0.045 -0.069
C 1.012 0.408 0.737 -0.126
C 3.135 -0.298 -0.603 0.055
H 1.186 0.721 1.859 0.165
H 3.319 -1.367 -0.578 0.083
H -2.667 0.887 0.258 0.159
H -2.971 0.139 -1.292 0.184
H -0.748 1.337 0.960 0.220
H 3.938 0.402 -1.025 0.118
H -3.200 -0.654 0.290 0.188
```

***

Copy entry 2 word for word.
Formula: C4H14N3O
Source: the OMol25 dataset
Level of theory: the ωB97M-V functional and the def2-TZVPD basis

Output
Energy above the lowest of the compared OMol25 structures with the same formula, charge and spin = 47.6 kcal per mole
Spin multiplicity = 1
Charge = +1
LUMO = -2.91 eV

The geometry in XYZ format:
```
22
Properties=species:S:1:pos:R:3:lowdin_charge:R:1
O 0.687 2.786 0.735 -0.003
N 0.508 0.586 -2.255 0.191
N 0.872 -0.052 -0.015 0.082
N 0.286 -1.706 -1.680 0.127
C 0.460 -0.807 1.228 -0.158
C 0.493 -0.386 -1.257 -0.375
C -2.051 0.050 1.442 -0.086
C -1.027 -1.120 1.460 -0.235
H 0.855 1.496 -1.948 0.122
H -2.829 -0.171 2.166 0.069
H -1.239 -1.826 0.645 0.071
H -1.247 -1.695 2.427 0.142
H -2.498 -0.024 0.388 0.098
H 0.837 -0.170 1.970 0.095
H -0.273 -2.403 -0.973 0.171
H 0.035 2.714 1.346 -0.016
H 1.431 2.776 1.386 0.102
H 1.037 0.967 0.252 0.124
H 0.096 -2.000 -2.740 0.183
H 0.181 0.580 -3.176 0.099
H 0.969 -1.832 1.206 0.145
H -1.773 1.085 1.583 0.051
```